{
  "formula": "C20H21N3O2",
  "method": "ωB97M-V/def2-TZVPD",
  "smiles": "C/C(CCc1ccco1)=N\\NC(=O)CNc1cccc2ccccc12",
  "e_above_lowest_kcal_mol": 65.6,
  "charge": 0,
  "orbital_gap_ev": 7.912,
  "max_force_ev_per_a": 1.28,
  "e_tot_ha": -1089.4478,
  "symbols": ["C", "C", "C", "C", "C", "C", "C", "C", "O", "N", "N", "C", "O", "C", "N", "C", "C", "C", "C", "C", "C", "C", "C", "C", "C", "H", "H", "H", "H", "H", "H", "H", "H", "H", "H", "H", "H", "H", "H", "H", "H", "H", "H", "H", "H", "H"],
  "positions_angstrom": [[-2.13663, -3.81421, 0.31252], [-1.48082, -2.46349, 0.34555], [0.00957, -2.38419, 0.46748], [0.68079, -2.48366, -0.91847], [2.12915, -2.15481, -0.81098], [3.22609, -2.92456, -0.55615], [4.33077, -2.03819, -0.51495], [3.82069, -0.79921, -0.74288], [2.49209, -0.86002, -0.92120], [-2.07986, -1.34748, 0.25238], [-3.42087, -1.23751, 0.13569], [-4.06291, -0.06135, -0.13232], [-5.27297, -0.04639, -0.19100], [-3.21244, 1.15647, -0.44562], [-2.07274, 1.35150, 0.42043], [-0.95620, 2.01952, -0.03764], [-1.03362, 2.92207, -1.08109], [0.10053, 3.59092, -1.54831], [1.32661, 3.36458, -0.98981], [1.45330, 2.47642, 0.09718], [2.70710, 2.24171, 0.69927], [2.83710, 1.39245, 1.76070], [1.70387, 0.75737, 2.28308], [0.47210, 0.96724, 1.72322], [0.30607, 1.80914, 0.60438], [-1.38866, -4.59785, 0.24600], [-2.72198, -3.97261, 1.21978], [-2.80875, -3.89741, -0.54225], [0.38185, -3.18355, 1.10944], [0.28304, -1.42050, 0.89825], [0.20824, -1.76044, -1.58480], [0.55578, -3.48607, -1.32987], [3.24904, -3.98701, -0.42271], [5.35562, -2.29431, -0.34090], [4.27765, 0.16765, -0.80238], [-4.02630, -2.05242, 0.23624], [-3.87791, 2.02665, -0.39922], [-2.89585, 1.03218, -1.49524], [-1.85019, 0.52192, 0.95068], [-1.98290, 3.12518, -1.55132], [-0.00533, 4.28416, -2.37058], [2.20805, 3.86482, -1.36303], [3.57003, 2.75766, 0.30084], [3.80382, 1.21332, 2.20890], [1.80656, 0.10326, 3.13742], [-0.38739, 0.49198, 2.17515]],
  "forces_ev_per_a": [[-0.15, 0.24, -0.06], [-0.20, -0.14, 0.14], [0.02, 0.13, -0.25], [0.16, 0.23, 0.30], [0.16, -0.95, -0.01], [-0.58, 0.23, -0.14], [-0.01, 0.58, -0.05], [0.85, -0.35, 0.16], [-0.49, 0.22, -0.09], [0.57, 0.31, -0.03], [-0.41, -1.21, 0.11], [-0.02, 0.27, 0.01], [-0.01, 0.10, -0.05], [-0.01, 0.37, -0.12], [-0.01, -0.10, 0.55], [-0.17, 0.34, -0.21], [-0.27, -0.31, 0.17], [0.47, 0.03, 0.02], [-0.13, 0.23, -0.27], [-0.28, -0.12, 0.07], [0.11, -0.07, 0.15], [0.14, 0.15, -0.13], [-0.26, -0.12, 0.08], [0.01, -0.06, 0.18], [0.29, 0.13, -0.11], [0.01, -0.07, 0.00], [-0.05, -0.08, 0.05], [-0.07, -0.07, -0.04], [0.05, 0.01, 0.06], [-0.02, -0.12, 0.04], [-0.05, -0.06, -0.06], [0.02, 0.03, -0.09], [-0.08, -0.24, 0.01], [0.24, 0.04, 0.02], [-0.03, 0.17, -0.03], [0.09, 0.24, -0.01], [0.00, -0.26, -0.12], [-0.02, 0.03, 0.07], [0.04, 0.21, -0.26], [-0.12, -0.02, -0.02], [0.02, 0.05, -0.05], [0.08, 0.06, -0.03], [0.08, 0.04, -0.04], [0.08, 0.01, 0.01], [-0.04, -0.04, 0.06], [-0.04, -0.06, 0.03]],
  "nbo_charge": [-0.703, 0.272, -0.423, -0.437, 0.283, -0.316, -0.318, 0.091, -0.400, -0.282, -0.459, 0.671, -0.586, -0.314, -0.603, 0.197, -0.301, -0.181, -0.231, -0.051, -0.190, -0.213, -0.211, -0.221, -0.024, 0.233, 0.235, 0.229, 0.210, 0.242, 0.232, 0.217, 0.222, 0.226, 0.205, 0.385, 0.225, 0.212, 0.410, 0.211, 0.211, 0.206, 0.208, 0.214, 0.212, 0.205]
}